76
Properties=species:S:1:pos:R:3:mulliken_charge:R:1 method="wB97M-V/def2-TZVPD" energy_ha=-3322.79846 spin_multiplicity=3 mol_weight_g_mol=680.67 lumo_energy_ev="-1.71 / -1.67" s2=2.133
V 0.20413 0.75666 -0.53125 0.884
O 4.61583 5.29545 3.13210 -0.599
N 5.15334 4.74435 2.19498 1.010
O 6.31775 4.88924 1.89529 -0.622
C 4.35086 3.79856 1.38327 -0.431
C 5.06294 3.00265 0.55864 -0.794
C 4.41977 2.02842 -0.26221 1.118
C 5.11132 1.18181 -1.14538 -0.623
C 4.39730 0.28748 -1.89769 -1.268
C 3.00501 0.22860 -1.75497 0.346
N 2.33280 1.01423 -0.92812 0.691
C 3.03256 1.91597 -0.20092 -0.290
C 2.28151 2.77398 0.67240 -0.582
N 0.95210 2.57305 0.64499 0.304
C 0.17211 3.31440 1.40211 -0.081
C 0.69761 4.31464 2.22739 -0.933
C 2.05004 4.52837 2.27553 -0.860
C 2.90850 3.73381 1.48220 0.838
H 6.13804 3.10654 0.52723 0.562
H 6.18960 1.24524 -1.22079 0.476
H 4.88067 -0.38282 -2.59343 0.485
H 2.42336 -0.48531 -2.32168 0.241
H -0.89018 3.11102 1.35809 0.224
H 0.01829 4.90384 2.82573 0.460
H 2.45483 5.29200 2.91532 0.541
S -0.90418 2.34709 -1.95918 -0.547
C -2.13395 1.30856 -2.46407 0.854
N -2.99599 0.63241 -2.83231 -0.733
C 0.45763 -3.01756 0.15701 -1.004
C 0.51790 -3.04292 -1.34260 1.044
C 0.70820 -4.22165 -2.04576 -1.001
C 0.74982 -4.22384 -3.43364 -0.774
C 0.59386 -3.03975 -4.13541 -0.820
C 0.39476 -1.83309 -3.47397 1.365
C 0.16983 -0.56545 -4.24573 -1.399
C 0.36635 -1.84415 -2.06781 -0.499
N 0.19476 -0.67517 -1.36112 -0.408
H 0.57374 -4.02020 0.56632 0.424
H -0.49256 -2.60460 0.50280 0.120
H 1.23638 -2.37889 0.58004 0.181
H 0.82203 -5.15037 -1.49942 0.392
H 0.89916 -5.15320 -3.96814 0.393
H 0.61720 -3.04580 -5.21879 0.433
H 0.58501 -0.64519 -5.25034 0.447
H 0.59989 0.30501 -3.74879 0.162
H -0.90073 -0.36559 -4.33226 0.280
C -4.43732 3.45637 -1.33229 -1.185
O -4.11260 2.49057 -0.34960 -0.444
C -3.57164 2.92145 0.81713 1.046
C -3.35513 4.24595 1.14908 -0.459
C -2.85471 4.57920 2.41009 -0.824
C -2.57375 3.57884 3.32051 -1.027
C -2.77484 2.24132 2.98603 0.004
C -3.26719 1.88939 1.73298 0.074
N -3.54922 0.59037 1.34730 0.048
C -3.21048 -0.55546 2.02928 -1.614
C -1.96320 -0.75364 2.70863 0.458
C -1.90360 -1.55523 3.85930 -0.618
C -0.72152 -1.77040 4.54613 -0.763
C 0.45036 -1.17926 4.09143 -0.647
C 0.43356 -0.41206 2.93438 -0.210
C -0.74498 -0.20829 2.22021 1.011
O -0.72084 0.41830 1.04888 0.070
H -5.20362 4.14452 -0.96537 0.459
H -4.81499 2.89771 -2.18305 0.297
H -3.54948 4.01816 -1.63327 0.394
H -3.58969 5.02606 0.43899 0.444
H -2.70913 5.62054 2.66766 0.434
H -2.20256 3.82351 4.30809 0.399
H -2.56393 1.47027 3.71245 0.471
H -4.09846 0.50722 0.50531 0.250
H -3.94691 -1.34863 2.01554 0.443
H -2.82395 -1.99821 4.22261 0.446
H -0.71663 -2.38761 5.43463 0.383
H 1.38173 -1.33018 4.62242 0.404
H 1.35136 0.01048 2.53719 0.250